113
Properties=species:S:1:pos:R:3:forces:R:3 method="wB97M-V/def2-TZVPD" charge=+1 multiplicity=5 homo_ev="-8.68 / -10.61" total_energy_ha=-4161.96687 orbital_gap_ev="5.842 / 7.345" fmax_ev_per_a=1.44 relative_energy_kj_mol=52.3
Co 0.00210 -0.68840 -0.47250 1.0 -0.5 -0.6
C -1.73690 2.37440 -1.63200 0.2 -0.7 0.5
Si -1.47220 1.00780 -0.29490 -0.9 1.0 -0.1
C -1.32660 1.99950 1.34830 0.2 -0.4 -0.5
C -2.48580 2.47670 1.95210 -0.1 0.1 0.0
C -2.45200 3.31140 3.05280 0.1 0.0 0.0
C -1.22920 3.69320 3.58660 0.0 0.0 0.0
C -0.06330 3.20880 3.02580 0.2 0.0 0.1
C -0.10520 2.34710 1.92800 0.1 -0.3 -0.2
P 1.49470 1.85860 1.23150 0.7 0.7 1.0
C 2.23440 3.49630 0.68570 -0.3 -0.7 -0.1
C 1.13740 4.37090 0.05440 0.0 0.1 -0.1
C 1.73900 5.43720 -0.87000 0.0 0.1 0.1
C 3.07670 5.91250 -0.31350 -0.1 0.0 -0.2
C 4.10810 4.77860 -0.35130 -0.1 0.0 0.0
C 3.43130 3.40320 -0.25850 0.2 0.0 0.2
C 2.66800 1.17040 2.51950 -0.5 0.1 -0.2
C 3.03120 2.02330 3.73240 0.2 0.1 -0.1
C 4.08740 1.30030 4.57130 -0.2 0.0 0.2
C 3.56540 -0.05490 5.04130 0.3 0.0 -0.2
C 3.17810 -0.90550 3.83690 -0.2 0.1 0.3
C 2.13320 -0.17860 3.00060 0.2 -0.4 -0.2
C -3.10060 -0.01690 -0.27030 0.6 0.4 0.0
C -4.30710 0.58010 -0.61050 -0.2 0.0 0.0
C -5.46940 -0.16300 -0.72540 -0.1 0.1 0.0
C -5.43470 -1.53090 -0.52580 0.0 -0.1 0.0
C -4.24190 -2.14670 -0.18730 -0.1 0.0 0.0
C -3.07960 -1.39830 -0.04310 0.1 -0.2 -0.1
P -1.49460 -2.11610 0.49840 -1.0 -0.9 0.6
C -1.33500 -3.88550 -0.09570 0.2 0.6 0.1
C -2.17050 -5.02220 0.49730 -0.3 0.1 -0.3
C -1.91600 -6.29800 -0.30620 0.1 -0.1 0.3
C -0.44500 -6.69400 -0.25760 -0.1 0.1 -0.3
C 0.43960 -5.54350 -0.72930 0.1 -0.2 0.2
C 0.14060 -4.27980 0.07040 0.1 0.1 -0.4
C -1.74110 -2.20860 2.34730 0.2 0.1 -0.4
C -3.06260 -2.78400 2.85160 0.1 -0.2 -0.1
C -2.90430 -3.11140 4.34270 0.0 0.0 0.0
C -1.98750 -2.10710 5.05290 -0.1 0.1 0.1
C -2.09470 -0.73950 4.38880 0.1 -0.1 0.1
C -1.62200 -0.79820 2.92840 0.1 0.0 0.0
H -2.34620 3.17660 -1.22800 -0.1 0.2 0.1
H -2.24720 1.96390 -2.49640 -0.1 -0.1 -0.2
H -0.80420 2.80430 -1.97920 0.2 0.0 0.0
H -3.43660 2.18750 1.53020 -0.2 0.0 0.0
H -3.36970 3.68560 3.48050 -0.1 0.0 0.1
H -1.18400 4.37280 4.42290 0.0 0.0 0.1
H 0.88780 3.53130 3.42360 0.0 0.0 0.1
H 2.57830 3.95820 1.61890 -0.1 -0.1 0.0
H 0.56270 4.85780 0.84520 0.0 -0.1 -0.1
H 0.44420 3.74220 -0.51000 -0.1 0.1 0.1
H 1.04400 6.27230 -0.95210 0.0 0.0 -0.1
H 1.88430 5.04000 -1.87620 0.0 0.0 -0.1
H 2.92700 6.25100 0.71300 0.0 0.1 0.1
H 3.44100 6.76210 -0.88800 0.0 0.1 0.1
H 4.81560 4.89690 0.47170 0.0 0.0 0.0
H 4.67760 4.81690 -1.27880 0.1 0.0 0.0
H 4.16520 2.67460 0.09510 0.0 -0.1 -0.1
H 3.08150 3.10890 -1.25170 0.0 -0.1 0.0
H 3.58140 0.99390 1.92790 -0.1 0.0 0.0
H 2.15380 2.16270 4.36580 -0.1 0.1 -0.1
H 3.41750 3.00010 3.43160 -0.1 0.1 0.0
H 4.34060 1.91760 5.43440 0.1 0.0 -0.1
H 4.99360 1.15350 3.98180 0.1 0.1 0.0
H 2.68970 0.09280 5.67910 0.0 0.0 0.1
H 4.32550 -0.56310 5.63470 0.0 0.0 0.1
H 2.77330 -1.86500 4.16180 0.0 -0.1 0.0
H 4.06070 -1.10940 3.22720 0.1 0.0 0.0
H 1.24670 -0.00870 3.61600 -0.1 0.0 0.0
H 1.84250 -0.79340 2.14390 -0.1 0.0 0.2
H -4.33640 1.64120 -0.80410 -0.1 0.2 -0.1
H -6.39780 0.32100 -0.99170 -0.1 0.0 0.0
H -6.32950 -2.12460 -0.63670 -0.1 0.0 0.0
H -4.22290 -3.21360 -0.04570 0.0 -0.1 0.0
H -1.56290 -3.80670 -1.16960 0.1 0.0 0.1
H -3.23870 -4.81080 0.47460 0.0 0.0 0.1
H -1.87130 -5.18960 1.53310 -0.1 0.0 0.1
H -2.21690 -6.13670 -1.34310 -0.1 0.0 -0.1
H -2.52710 -7.10690 0.09830 -0.1 0.0 -0.1
H -0.28200 -7.57020 -0.88660 0.1 -0.1 0.1
H -0.17520 -6.96420 0.76540 0.0 -0.1 0.1
H 0.25620 -5.35270 -1.79020 0.0 0.0 0.0
H 1.49160 -5.81830 -0.61750 0.0 0.1 -0.1
H 0.79990 -3.46710 -0.25070 0.0 0.0 0.0
H 0.34570 -4.46460 1.12760 0.0 0.0 0.1
H -0.91440 -2.83450 2.70550 0.0 0.0 0.0
H -3.36850 -3.67910 2.31800 -0.1 0.0 -0.1
H -3.84420 -2.03570 2.70830 0.0 0.0 -0.1
H -2.49210 -4.11540 4.45360 -0.1 -0.1 0.0
H -3.88990 -3.10930 4.80790 0.0 -0.1 0.1
H -0.94980 -2.44410 5.01850 0.1 0.0 0.0
H -2.26720 -2.03330 6.10340 0.1 0.0 0.1
H -1.51000 -0.00010 4.93800 0.0 0.1 0.0
H -3.13610 -0.41810 4.42790 -0.1 0.1 0.0
H -0.59240 -0.45350 2.83490 0.0 0.1 0.0
H -2.24230 -0.12490 2.33500 0.0 0.0 0.0
C 0.75630 -1.39050 -2.28780 -0.6 0.1 0.6
C 2.15860 -1.01200 -2.51890 0.2 0.0 -0.3
C 2.70700 -0.72900 -3.73960 -0.1 0.0 0.2
C 4.07430 -0.44960 -3.90430 -0.2 0.0 -0.2
C 4.93990 -0.50430 -2.80480 0.2 0.0 0.5
C 4.47580 -0.75510 -1.55150 0.0 0.0 -0.2
C 3.01450 -0.89330 -1.27850 0.0 -0.3 -0.4
H 0.69810 -2.47620 -2.15480 0.0 -0.2 -0.1
H 0.11560 -1.10950 -3.13100 0.1 -0.1 0.1
H 2.08530 -0.76360 -4.62340 -0.2 0.0 0.0
H 4.46360 -0.24390 -4.88790 0.1 0.0 -0.1
H 5.99810 -0.35420 -2.95780 0.1 0.0 0.0
H 5.14000 -0.79480 -0.70270 0.2 -0.1 0.1
H 2.80330 -1.73790 -0.60070 0.0 0.2 -0.1
N 2.59820 0.32290 -0.55020 -0.7 0.4 0.2
C 1.44770 0.43220 0.14180 0.6 0.5 -0.4
H 3.14540 1.12770 -0.83340 0.1 0.0 0.2

=====

11
Properties=species:S:1:pos:R:3:forces:R:3 method="wB97M-V/def2-TZVPD" homo_ev=-10.57 total_energy_ha=-306.06184 orbital_gap_ev=9.582 fmax_ev_per_a=0.70 relative_energy_kj_mol=393.0
C 0.87156 0.00773 2.29206 0.0 0.0 0.0
C 0.14696 0.01079 1.02475 -0.2 0.0 -0.5
C -0.45404 0.00904 -0.02201 0.2 0.0 0.5
C -1.17205 -0.03836 -1.28248 -0.3 0.0 0.1
O -2.37858 -0.11034 -1.35374 0.5 0.0 0.0
C 0.93270 0.35906 -2.56172 -0.7 -0.2 0.0
C -0.32181 -0.00718 -2.51383 0.5 0.2 0.0
H 0.48650 -0.77953 2.94744 0.0 0.1 -0.1
H 0.74745 0.96723 2.80330 0.0 -0.1 -0.1
H 1.93972 -0.16438 2.13088 -0.2 0.0 0.0
H -0.79842 -0.25406 -3.46464 0.1 0.1 0.0

=====

20
Properties=species:S:1:pos:R:3:forces:R:3 method="wB97M-V/def2-TZVPD" homo_ev=-10.23 total_energy_ha=-1492.32115 orbital_gap_ev=10.560 fmax_ev_per_a=3.53 relative_energy_kj_mol=0.0 smiles="O=S1(=O)C=C(Cl)[C@@]2(F)[C@@H]3C=C[C@@H](O3)[C@H]21"
C -1.27291 -1.08586 -1.67765 0.0 0.3 0.0
C -2.06926 -0.96632 -0.62772 0.1 0.3 0.0
C 1.49192 1.23142 1.44894 0.0 -0.5 -0.6
C 0.37135 0.64680 1.83041 0.1 -0.1 0.0
C -0.22198 0.00570 -1.53103 0.2 -0.2 -0.4
C -1.52292 0.20920 0.16566 -0.1 -0.4 0.2
C 0.77445 -0.52699 -0.50870 -1.5 1.1 3.0
C -0.29940 -0.34149 0.94172 1.7 -0.2 -3.0
O 2.21646 1.65862 -1.07156 -0.3 0.3 -0.1
O 3.31533 -0.16448 0.15027 0.0 -0.2 0.3
O -0.92641 1.01675 -0.82598 0.1 0.4 0.2
F -0.52313 -1.53770 1.53716 -0.1 0.0 0.3
S 2.13254 0.60313 -0.10881 -0.2 -0.3 0.2
Cl -0.44896 0.99888 3.30101 0.0 0.1 0.1
H -1.27584 -1.80698 -2.46912 -0.1 -0.3 -0.1
H -2.88996 -1.56337 -0.29043 -0.2 -0.3 -0.1
H 2.02945 1.98546 1.99197 0.2 0.2 0.0
H 0.23261 0.41130 -2.43194 -0.1 0.0 0.0
H -2.22575 0.77577 0.77168 0.0 0.0 0.0
H 1.11242 -1.54983 -0.59589 0.2 -0.1 0.0